{"formula": "C3H3NO2S", "method": "ωB97M-V/def2-TZVPD", "total_charge": 0, "fmax_ev_per_a": 3.3, "de_lowest_kj_mol": 257.36, "elements": ["C", "C", "C", "N", "O", "O", "S", "H", "H", "H"], "xyz": [[1.080, 0.458, -1.474], [0.496, -0.592, -0.491], [-0.315, 0.194, 0.588], [-0.905, -0.488, 1.536], [2.140, 0.969, -1.542], [0.295, -1.766, -0.593], [-0.853, 1.766, 0.265], [0.198, 0.824, -2.174], [-0.389, -1.239, 1.883], [-1.747, -0.126, 2.003]]}

{"formula": "C3H3NO2S", "method": "ωB97M-V/def2-TZVPD", "total_charge": 0, "fmax_ev_per_a": 1.6, "de_lowest_kj_mol": 155.95, "elements": ["C", "C", "C", "H", "H", "H", "N", "O", "O", "S"], "xyz": [[0.153, 0.352, 0.501], [-1.470, 0.695, -0.785], [0.323, -0.406, -0.607], [0.719, -0.360, 2.696], [-2.402, 0.960, -1.266], [1.862, -1.438, -0.246], [-1.003, 1.079, 0.319], [-0.692, -0.206, -1.465], [1.280, -1.245, -1.008], [1.229, 0.568, 1.862]]}

{"formula": "C3H3NO2S2", "method": "ωB97M-V/def2-TZVPD", "total_charge": 0, "fmax_ev_per_a": 4.0, "de_lowest_kj_mol": 386.29, "elements": ["C", "C", "C", "N", "O", "O", "S", "S", "H", "H", "H"], "xyz": [[-0.243, -1.200, 1.562], [-1.113, -0.406, 0.653], [-1.213, 0.463, -0.198], [0.849, -0.744, 2.085], [1.391, -0.059, -1.858], [-0.236, 1.587, -2.773], [1.535, 0.666, 1.827], [0.170, 0.225, -2.569], [-0.646, -2.152, 1.803], [1.167, 0.729, 0.528], [-1.662, 0.892, -1.060]]}

{"formula": "C3H3NO3", "method": "ωB97M-V/def2-TZVPD", "total_charge": 0, "fmax_ev_per_a": 3.9, "de_lowest_kj_mol": 170.76, "elements": ["C", "C", "C", "H", "H", "H", "N", "O", "O", "O"], "xyz": [[-0.109, -0.964, -0.162], [0.917, -0.509, -0.967], [0.045, 1.084, 0.218], [-1.233, -2.058, 0.526], [1.864, -0.909, -1.443], [-0.941, 2.273, 1.381], [-0.675, 0.109, 0.548], [-0.672, -2.201, -0.231], [1.065, 0.833, -0.529], [-0.258, 2.343, 0.659]]}

{"formula": "C3H3NO3", "method": "ωB97M-V/def2-TZVPD", "total_charge": 0, "fmax_ev_per_a": 0.6, "de_lowest_kj_mol": 173.26, "elements": ["N", "C", "O", "C", "O", "C", "O", "H", "H", "H"], "xyz": [[-1.092, 0.728, -1.536], [-0.366, 0.328, -0.595], [-0.935, -0.146, 0.591], [-0.194, -0.811, 1.509], [0.966, -1.093, 1.408], [1.152, 0.425, -0.749], [1.664, 1.502, -0.897], [-2.086, 0.641, -1.318], [-0.834, -1.062, 2.365], [1.724, -0.513, -0.777]]}

{"formula": "C3H3NO3", "method": "ωB97M-V/def2-TZVPD", "total_charge": 0, "fmax_ev_per_a": 6.2, "de_lowest_kj_mol": 439.27, "elements": ["C", "C", "C", "H", "H", "H", "N", "O", "O", "O"], "xyz": [[0.814, -0.644, -1.314], [-0.795, 0.599, 0.059], [-0.277, -0.081, 1.186], [-0.297, 1.606, 0.042], [-1.838, 0.663, 0.301], [-0.988, -0.250, 2.168], [0.936, -0.618, 1.129], [1.302, -0.860, -2.431], [-0.496, -0.243, -0.975], [1.639, -0.172, -0.164]]}

{"formula": "C3H3NO4", "method": "ωB97M-V/def2-TZVPD", "total_charge": 0, "fmax_ev_per_a": 1.0, "de_lowest_kj_mol": 329.71, "elements": ["C", "C", "C", "N", "O", "O", "O", "O", "H", "H", "H"], "xyz": [[-1.007, 0.069, 0.410], [0.181, -0.026, -1.538], [0.874, -0.350, -0.258], [1.558, 0.769, 0.266], [-1.883, -0.902, 0.144], [-1.138, 0.939, 1.222], [-0.464, 0.021, -2.477], [1.197, -1.528, -0.114], [-2.660, -0.806, 0.727], [2.368, 0.444, 0.780], [0.974, 1.370, 0.839]]}

{"formula": "C3H3NO4", "method": "ωB97M-V/def2-TZVPD", "total_charge": 0, "fmax_ev_per_a": 7.0, "de_lowest_kj_mol": 689.11, "elements": ["C", "C", "C", "H", "H", "H", "N", "O", "O", "O", "O"], "xyz": [[-1.284, 0.233, -0.005], [-0.562, 1.366, 0.336], [0.808, 0.807, 0.092], [-2.436, -1.306, -0.673], [-1.130, 2.360, 0.714], [1.714, -1.140, -0.879], [0.609, -0.572, 0.597], [-2.628, -0.169, -0.210], [1.914, 1.182, -0.485], [1.710, -1.395, 0.091], [-0.520, -0.911, -0.130]]}

{"formula": "C3H3NO4", "method": "ωB97M-V/def2-TZVPD", "total_charge": 0, "fmax_ev_per_a": 4.4, "de_lowest_kj_mol": 463.13, "elements": ["C", "C", "C", "N", "O", "O", "O", "O", "H", "H", "H"], "xyz": [[0.936, 1.546, 0.258], [-0.094, -1.622, -0.652], [1.114, -0.946, -0.821], [2.256, -0.744, -0.975], [-0.287, -2.474, 0.226], [3.374, -0.496, -1.099], [0.961, 0.866, 1.226], [-0.111, 2.160, -0.216], [1.893, 1.532, -0.391], [-0.816, -1.305, -1.429], [-0.862, 2.146, 0.427]]}

{"formula": "C3H3NO4", "method": "ωB97M-V/def2-TZVPD", "total_charge": 0, "fmax_ev_per_a": 7.7, "s_squared": 2.01, "de_lowest_kj_mol": 0.00, "spin_multiplicity": 3, "elements": ["C", "C", "C", "N", "O", "O", "O", "O", "H", "H", "H"], "xyz": [[1.885, 0.348, -0.546], [1.945, -0.709, 0.244], [0.066, 0.434, 0.697], [-2.673, 0.175, 0.042], [-2.157, 0.303, -1.025], [-3.743, -0.338, 0.283], [0.685, 1.015, -0.302], [0.809, -0.645, 1.025], [2.635, 0.505, -1.315], [2.608, -1.527, 0.114], [-2.060, 0.440, 0.783]]}

{"formula": "C3H3NOS", "method": "ωB97M-V/def2-TZVPD", "total_charge": 0, "fmax_ev_per_a": 3.7, "de_lowest_kj_mol": 62.97, "elements": ["C", "C", "C", "H", "H", "H", "N", "O", "S"], "xyz": [[-0.851, -0.293, -0.028], [1.205, -0.717, -0.072], [1.144, 0.601, -0.058], [-2.534, 1.062, 0.283], [2.106, -1.407, 0.087], [1.885, 1.349, -0.218], [-0.085, -1.329, 0.035], [-0.263, 0.926, 0.035], [-2.607, -0.192, -0.064]]}

{"formula": "C3H3NOS", "method": "ωB97M-V/def2-TZVPD", "total_charge": 0, "fmax_ev_per_a": 1.7, "de_lowest_kj_mol": 74.02, "elements": ["C", "C", "C", "N", "O", "S", "H", "H", "H"], "xyz": [[-4.108, -0.063, 0.006], [-2.640, -0.521, -0.141], [-0.092, 0.091, 0.307], [-5.096, 0.487, 0.219], [-2.202, -1.627, -0.239], [-1.629, 0.976, -0.084], [0.734, 0.569, -0.275], [-0.361, -0.969, 0.121], [0.138, 0.200, 1.429]]}

| no. | DFT total energy (eV) |
| --- | --- |
| 1 | -19578.1089 |
| 2 | -19579.1600 |
| 3 | -30410.8725 |
| 4 | -10790.9308 |
| 5 | -10790.9048 |
| 6 | -10788.1478 |
| 7 | -12836.9059 |
| 8 | -12833.1809 |
| 9 | -12835.5231 |
| 10 | -12829.8371 |
| 11 | -17531.2878 |
| 12 | -17531.1733 |